# 1
Here is a 2-piece molecular cluster, C5H12SSi overall in a non-equilibrium geometry from the Open Molecules 2025 dataset. Energies are from ωB97M-V with the def2-TZVPD basis set.

The geometry in XYZ format:
```
19
C5H12SSi ωB97M-V with the def2-TZVPD basis set
C 2.727 2.918 -2.437
C 1.937 2.810 -1.556
C -1.697 -1.662 -0.146
C -0.582 0.303 2.209
C 1.234 -0.577 -0.025
Si -0.559 -0.237 0.415
S -1.842 1.383 -0.588
H 3.417 2.958 -3.173
H -2.849 0.715 0.085
H 1.294 2.830 -0.694
H -2.768 -1.298 -0.358
H -1.491 -2.215 -1.103
H -1.853 -2.492 0.603
H -0.972 -0.574 2.693
H 0.395 0.450 2.614
H -1.116 1.169 2.484
H 1.329 -1.616 -0.590
H 1.641 0.249 -0.688
H 1.861 -0.636 0.880
```

The value obtained for the LUMO energy is 0.71 eV. As for the SMILES: C[Si](C)(C)S.C#C. For the orbital gap, the calculation gives 9.648 eV. The value obtained for the relative energy (zero: lowest compared OMol25 entry of this formula, charge and spin) is 2.034 eV.


# 2
Here is C5H13AgFO7 as an isolated structure in a non-equilibrium geometry from the Open Molecules 2025 dataset. Energies are from ωB97M-V with the def2-TZVPD basis set.

The geometry in XYZ format:
```
27
C5H13AgFO7 ωB97M-V with the def2-TZVPD basis set
Ag -22.314 -16.645 17.036
F -22.581 -13.664 13.890
O -24.824 -22.037 16.837
C -25.491 -21.213 16.003
O -25.250 -20.054 15.981
O -26.326 -21.581 15.134
H -24.404 -21.354 17.365
C -21.974 -13.520 20.904
C -23.026 -14.490 21.479
O -23.903 -15.051 20.490
O -21.029 -14.111 20.045
H -21.374 -12.990 21.644
H -22.462 -12.729 20.334
H -23.712 -14.022 22.185
H -22.551 -15.382 21.886
H -24.548 -15.541 21.005
H -20.502 -13.406 19.662
C -19.230 -20.468 17.521
C -19.540 -20.116 19.009
O -20.919 -19.958 19.212
O -19.499 -19.419 16.588
H -19.870 -21.284 17.187
H -18.174 -20.723 17.426
H -19.027 -19.198 19.295
H -19.226 -20.902 19.696
H -21.094 -20.061 20.151
H -19.144 -19.746 15.758
```

The value obtained for the LUMO energy is -0.46 eV. As for the total charge: -1. For the orbital gap, the calculation gives 3.141 eV. The value obtained for the relative energy (zero: lowest compared OMol25 entry of this formula, charge and spin) is 6.800 eV.


# 3
Here is a 5-piece molecular cluster, C5H13Cl4N3O6 overall in a non-equilibrium geometry from the Open Molecules 2025 dataset. Energies are from ωB97M-V with the def2-TZVPD basis set.

The geometry in XYZ format:
```
31
C5H13Cl4N3O6 ωB97M-V with the def2-TZVPD basis set
C -0.200 0.940 -0.398
N -0.721 0.083 -1.444
O -1.902 -0.098 -1.395
O 0.093 -0.516 -2.170
H -1.001 1.651 -0.199
H 0.645 1.489 -0.815
H 0.063 0.347 0.477
C -1.669 -2.316 4.021
N -2.470 -1.335 3.290
O -1.950 -0.706 2.373
O -3.636 -1.262 3.686
H -1.888 -2.203 5.083
H -0.664 -2.074 3.676
H -1.907 -3.297 3.610
C 4.592 2.858 1.101
N 3.310 2.459 0.472
O 2.674 1.599 1.014
O 2.935 3.025 -0.506
H 5.351 2.144 0.781
H 4.467 2.763 2.179
H 4.969 3.846 0.836
C -1.591 1.381 -4.995
Cl -0.728 0.517 -6.259
Cl -0.380 2.307 -4.065
H -2.366 2.060 -5.352
H -2.041 0.705 -4.267
C -0.729 -3.214 -0.031
Cl -2.435 -3.594 0.071
Cl -0.035 -3.612 -1.603
H -0.587 -2.143 0.113
H -0.199 -3.805 0.716
```

The value obtained for the LUMO energy is 0.00 eV. As for the SMILES: C[N+](=O)[O-].C[N+](=O)[O-].C[N+](=O)[O-].ClCCl.ClCCl. For the orbital gap, the calculation gives 10.520 eV. The value obtained for the relative energy (zero: lowest compared OMol25 entry of this formula, charge and spin) is 0.068 eV.


# 4
Here is a 2-piece molecular cluster, C5H13ClP overall in a non-equilibrium geometry from the Open Molecules 2025 dataset. Energies are from ωB97M-V with the def2-TZVPD basis set.

The geometry in XYZ format:
```
20
C5H13ClP ωB97M-V with the def2-TZVPD basis set
C 1.667 -0.159 0.047
C 1.309 0.758 2.881
C -1.062 0.310 1.119
C -1.768 0.197 -3.268
C -1.057 -0.898 -3.098
P 0.668 0.846 1.179
Cl 0.745 2.696 0.555
H 2.704 0.173 0.083
H 1.286 -0.034 -0.968
H 1.615 -1.209 0.324
H 1.780 1.700 3.152
H 2.048 -0.040 2.961
H 0.493 0.553 3.574
H -1.665 0.936 1.777
H -1.138 -0.729 1.438
H -1.436 0.399 0.099
H -2.077 0.519 -4.248
H -2.090 0.831 -2.453
H -0.766 -1.507 -3.937
H -0.746 -1.254 -2.127
```

Its multiplicity is 3. The value obtained for the LUMO energy (alpha / beta) is -3.04 / -5.16 eV. As for the total charge: +1. For the orbital gap (alpha / beta), the calculation gives 5.306 / 9.950 eV.


# 5
Here is a 2-piece molecular cluster, C5H13IN overall in a non-equilibrium geometry from the Open Molecules 2025 dataset. Energies are from ωB97M-V with the def2-TZVPD basis set.

The geometry in XYZ format:
```
20
C5H13IN ωB97M-V with the def2-TZVPD basis set
C 1.701 -0.985 0.893
C 0.264 -2.297 -0.699
C -0.945 1.896 -1.250
C 1.054 -1.144 -0.464
C -1.006 0.829 -0.163
N -0.705 1.522 1.280
I -2.876 -0.117 -0.006
H 2.222 -0.090 0.912
H 0.861 -1.059 1.611
H 2.300 -1.857 1.048
H 0.151 -2.390 -1.747
H 0.740 -3.181 -0.047
H -0.804 -2.270 -0.246
H -1.343 1.478 -2.152
H 0.153 2.150 -1.545
H -1.534 2.863 -1.033
H 1.480 -0.317 -1.217
H -1.395 2.059 1.749
H 0.085 2.156 1.224
H -0.402 0.755 1.851
```

The value obtained for the LUMO energy (alpha / beta) is -4.40 / -5.09 eV. As for the total charge: +1. For the orbital gap (alpha / beta), the calculation gives 7.656 / 6.457 eV. The value obtained for the relative energy (zero: lowest compared OMol25 entry of this formula, charge and spin) is 4.368 eV.


# 6
Here is a 2-piece molecular cluster, C5H13N overall in a non-equilibrium geometry from the Open Molecules 2025 dataset. Energies are from ωB97M-V with the def2-TZVPD basis set.

The geometry in XYZ format:
```
19
C5H13N ωB97M-V with the def2-TZVPD basis set
C 0.881 0.558 -2.197
C 1.805 0.927 -1.071
C 2.648 0.063 -0.498
H 0.294 1.419 -2.556
H 1.480 0.095 -3.005
H 0.245 -0.267 -1.876
H 1.845 1.970 -0.745
H 3.380 0.395 0.258
H 2.756 -1.009 -0.748
C -1.281 -0.033 2.219
C -1.062 -0.592 0.821
N -2.296 -1.019 0.147
H -1.191 -0.810 2.977
H -0.484 0.675 2.474
H -2.245 0.488 2.351
H -0.654 0.169 0.155
H -0.423 -1.454 0.884
H -3.012 -1.322 0.811
H -2.686 -0.256 -0.402
```

Its multiplicity is 2. The value obtained for the LUMO energy (alpha / beta) is 3.98 / 3.91 eV. As for the total charge: -1. For the orbital gap (alpha / beta), the calculation gives 2.254 / 7.742 eV. The value obtained for the relative energy (zero: lowest compared OMol25 entry of this formula, charge and spin) is 1.588 eV.


# 7
Here is an isolated ion of composition C5H13N and charge -1 in a non-equilibrium geometry from the Open Molecules 2025 dataset. Energies are from ωB97M-V with the def2-TZVPD basis set.

The geometry in XYZ format:
```
19
C5H13N ωB97M-V with the def2-TZVPD basis set
C -1.453 -1.157 -0.481
N -0.830 0.137 -0.122
C -0.965 0.488 1.341
C 1.117 1.482 0.044
C 0.581 0.210 -0.559
C 1.426 -1.094 -0.361
H -1.127 -1.420 -1.462
H -2.519 -0.896 -0.448
H -1.338 -2.007 0.185
H -0.032 0.121 1.828
H -1.844 0.145 1.880
H -0.923 1.573 1.337
H 2.054 1.689 -0.598
H 1.546 1.436 1.083
H 0.506 2.432 -0.109
H 0.503 0.371 -1.779
H 2.616 -0.814 -0.420
H 0.996 -1.389 0.659
H 1.128 -1.775 -1.202
```

Its multiplicity is 2. The value obtained for the LUMO energy (alpha / beta) is 4.24 / 4.31 eV. As for the total charge: -1. For the orbital gap (alpha / beta), the calculation gives 2.792 / 8.904 eV. The value obtained for the relative energy (zero: lowest compared OMol25 entry of this formula, charge and spin) is 1.993 eV.


# 8
Here is a 2-piece molecular cluster, C5H13N overall in a non-equilibrium geometry from the Open Molecules 2025 dataset. Energies are from ωB97M-V with the def2-TZVPD basis set.

The geometry in XYZ format:
```
19
C5H13N ωB97M-V with the def2-TZVPD basis set
C -0.266 0.811 2.436
C 0.785 0.157 1.496
C 0.531 -1.398 1.901
H -1.170 0.481 1.976
H -0.079 1.937 2.472
H -0.348 0.332 3.400
H 1.829 0.456 1.678
H 0.827 0.295 0.400
H 1.278 -2.040 1.405
H 0.723 -1.412 3.002
H -0.517 -1.704 1.635
C -1.155 0.907 -3.013
C 0.533 -0.492 -2.561
N 0.281 0.715 -2.915
H -1.492 0.846 -1.932
H -1.694 0.096 -3.522
H -1.327 1.997 -3.284
H 1.488 -0.698 -2.082
H -0.226 -1.287 -2.491
```

Its multiplicity is 2. The value obtained for the LUMO energy (alpha / beta) is 4.02 / 3.80 eV. As for the total charge: -1. For the orbital gap (alpha / beta), the calculation gives 3.078 / 7.873 eV. The value obtained for the relative energy (zero: lowest compared OMol25 entry of this formula, charge and spin) is 1.916 eV.


# 9
Here is an isolated ion of composition C5H13N and charge -1 in a non-equilibrium geometry from the Open Molecules 2025 dataset. Energies are from ωB97M-V with the def2-TZVPD basis set.

The geometry in XYZ format:
```
19
C5H13N ωB97M-V with the def2-TZVPD basis set
C 1.716 0.739 -0.257
C 1.479 2.259 -0.137
C 0.613 -0.019 0.514
N -0.691 0.249 -0.100
C -1.749 -0.677 0.222
C -1.527 -2.200 -0.102
H 2.673 0.547 0.235
H 1.757 0.381 -1.282
H 1.800 2.815 -1.019
H 0.386 2.372 -0.140
H 1.800 2.697 0.804
H 0.755 -1.098 0.456
H 0.638 0.420 1.511
H -0.596 0.368 -1.092
H -2.657 -0.351 -0.284
H -2.006 -0.719 1.285
H -1.745 -2.789 0.790
H -0.536 -2.551 -0.402
H -2.107 -2.443 -1.003
```

Its multiplicity is 2. The value obtained for the LUMO energy (alpha / beta) is 4.09 / 4.02 eV. As for the total charge: -1. For the orbital gap (alpha / beta), the calculation gives 2.530 / 8.871 eV. The value obtained for the relative energy (zero: lowest compared OMol25 entry of this formula, charge and spin) is 0.874 eV.


# 10
Here is one molecule with the formula C5H13N from the Open Molecules 2025 dataset. Energies are from ωB97M-V with the def2-TZVPD basis set.

The geometry in XYZ format:
```
19
C5H13N ωB97M-V with the def2-TZVPD basis set
C 1.578 -1.039 0.990
N 1.149 0.105 0.227
C -1.131 -1.559 -0.813
C -1.178 -0.038 -0.757
C -0.197 0.596 0.274
C -0.174 2.114 0.073
H 0.758 -1.743 1.135
H 2.389 -1.545 0.475
H 1.893 -0.739 1.993
H 1.728 0.335 -0.563
H -1.515 -2.045 0.081
H -1.721 -1.954 -1.640
H -0.107 -1.928 -0.942
H -2.174 0.293 -0.462
H -0.913 0.333 -1.745
H -0.580 0.343 1.275
H 0.303 2.617 0.915
H -1.176 2.549 -0.028
H 0.427 2.332 -0.805
```

The value obtained for the LUMO energy is 1.21 eV. As for the SMILES: CC[C@H](C)NC. For the orbital gap, the calculation gives 9.264 eV. The value obtained for the relative energy (zero: lowest compared OMol25 entry of this formula, charge and spin) is 0.607 eV.


# 11
Here is C5H13N as an isolated structure in a non-equilibrium geometry from the Open Molecules 2025 dataset. Energies are from ωB97M-V with the def2-TZVPD basis set.

The geometry in XYZ format:
```
19
C5H13N ωB97M-V with the def2-TZVPD basis set
C -2.283 -0.520 -0.329
C -1.115 0.315 0.169
C 0.117 0.202 -0.817
C 1.549 0.530 -0.278
C 2.316 -0.709 0.181
N -0.500 0.700 1.829
H -3.118 -0.472 0.371
H -2.035 -1.568 -0.505
H -2.624 -0.138 -1.293
H -1.439 1.344 0.132
H -0.205 0.722 -1.719
H 0.204 -0.868 -1.033
H 1.450 1.337 0.438
H 2.042 0.956 -1.158
H 2.058 -1.514 -0.506
H 2.088 -0.966 1.214
H 3.377 -0.487 0.075
H -1.182 1.426 2.026
H -0.700 -0.291 1.203
```

The value obtained for the LUMO energy is 0.76 eV. For the orbital gap, the calculation gives 9.463 eV. The value obtained for the relative energy (zero: lowest compared OMol25 entry of this formula, charge and spin) is 4.774 eV.


# 12
Here is one molecule with the formula C5H13N in a non-equilibrium geometry from the Open Molecules 2025 dataset. Energies are from ωB97M-V with the def2-TZVPD basis set.

The geometry in XYZ format:
```
19
C5H13N ωB97M-V with the def2-TZVPD basis set
C 0.318 0.160 1.624
C -0.015 -0.220 0.155
C 1.304 -0.530 -0.570
C -0.695 1.017 -0.626
C -1.582 0.466 -1.724
N 0.534 -1.090 2.388
H 1.084 0.886 1.548
H -0.524 0.620 2.016
H -0.781 -0.999 0.232
H 0.956 -0.878 -1.531
H 1.640 0.519 -0.775
H 2.128 -1.078 0.004
H 0.125 1.746 -1.147
H -1.182 1.661 0.031
H -1.975 1.102 -2.493
H -0.774 -0.160 -2.330
H -2.423 -0.206 -1.294
H 1.495 -1.275 2.789
H 0.367 -1.741 1.702
```

The value obtained for the LUMO energy is 1.16 eV. As for the SMILES: CC[C@@H](C)CN. For the orbital gap, the calculation gives 10.413 eV. The value obtained for the relative energy (zero: lowest compared OMol25 entry of this formula, charge and spin) is 1.829 eV.


Copy entry 6 word for word.
Here is a 2-piece molecular cluster, C5H13N overall in a non-equilibrium geometry from the Open Molecules 2025 dataset. Energies are from ωB97M-V with the def2-TZVPD basis set.

The geometry in XYZ format:
```
19
C5H13N ωB97M-V with the def2-TZVPD basis set
C 0.881 0.558 -2.197
C 1.805 0.927 -1.071
C 2.648 0.063 -0.498
H 0.294 1.419 -2.556
H 1.480 0.095 -3.005
H 0.245 -0.267 -1.876
H 1.845 1.970 -0.745
H 3.380 0.395 0.258
H 2.756 -1.009 -0.748
C -1.281 -0.033 2.219
C -1.062 -0.592 0.821
N -2.296 -1.019 0.147
H -1.191 -0.810 2.977
H -0.484 0.675 2.474
H -2.245 0.488 2.351
H -0.654 0.169 0.155
H -0.423 -1.454 0.884
H -3.012 -1.322 0.811
H -2.686 -0.256 -0.402
```

Its multiplicity is 2. The value obtained for the LUMO energy (alpha / beta) is 3.98 / 3.91 eV. As for the total charge: -1. For the orbital gap (alpha / beta), the calculation gives 2.254 / 7.742 eV. The value obtained for the relative energy (zero: lowest compared OMol25 entry of this formula, charge and spin) is 1.588 eV.